*i*
The following is a quantum chemistry calculation of 8 unconnected molecules or ions with the total composition H16O8, from the Open Molecules 2025 dataset.

```
24
Properties=species:S:1:pos:R:3:lowdin_charge:R:1
O 0.935 -1.879 -0.307 -0.0635
H 0.231 -1.371 -0.700 -0.0078
H 0.908 -1.746 0.665 0.0468
O 2.663 2.004 1.678 0.0029
H 2.929 1.754 2.541 0.0212
H 3.371 2.098 1.127 -0.0205
O -2.384 2.224 -2.927 -0.0844
H -2.565 1.225 -2.913 0.0629
H -1.617 2.200 -3.497 0.0141
O -2.752 2.106 0.233 -0.1019
H -2.452 1.560 0.973 -0.0097
H -3.750 2.068 0.440 0.0781
O -1.623 -0.448 0.980 -0.0471
H -1.568 -1.375 0.606 0.0668
H -1.609 -0.726 1.874 0.0237
O 1.181 0.999 -2.100 -0.0303
H 1.135 1.424 -1.287 -0.0094
H 2.127 1.079 -2.319 0.0524
O -2.378 -2.379 -2.032 -0.0145
H -2.814 -2.432 -2.886 0.0449
H -2.249 -1.492 -1.849 -0.0256
O 3.845 -1.983 4.012 -0.0671
H 3.601 -2.850 3.758 0.0004
H 4.838 -2.060 3.930 0.0676
```

E_LUMO: 0.24 eV
HOMO level: -10.69 eV
net charge: 0
Kohn-Sham gap: 10.93 eV

*ii*
The following is a quantum chemistry calculation of 8 unconnected molecules or ions with the total composition H16O8, from the Open Molecules 2025 dataset.

```
24
Properties=species:S:1:pos:R:3:lowdin_charge:R:1
O 0.133 0.085 0.127 -0.1011
H 0.371 0.515 0.956 -0.0038
H 0.680 -0.709 0.109 0.0107
O -1.268 -1.088 2.273 -0.0559
H -1.207 -1.376 3.190 0.0374
H -2.123 -0.646 2.222 0.0412
O -3.235 2.860 -0.671 -0.0593
H -2.619 3.597 -0.582 0.0325
H -4.015 3.146 -0.182 0.0297
O 1.233 1.987 1.118 -0.0505
H 1.461 2.561 0.378 0.0633
H 1.352 2.545 1.894 0.0590
O 2.791 -1.696 -0.635 -0.0413
H 2.879 -2.635 -0.836 0.0544
H 2.019 -1.419 -1.140 0.0370
O -2.246 -2.735 0.134 -0.0661
H -1.988 -1.966 -0.387 -0.0071
H -2.634 -3.336 -0.511 0.0314
O -1.215 -0.445 -1.922 -0.0578
H -2.178 -0.424 -1.937 0.0445
H -0.970 -0.620 -2.838 0.0439
O 4.142 0.975 -0.218 -0.0667
H 3.652 0.234 -0.593 -0.0079
H 4.983 0.588 0.051 0.0327
```

E_LUMO: 0.54 eV
HOMO level: -9.46 eV
net charge: 0
Kohn-Sham gap: 9.99 eV

The most stable of them is *ii*.

*i*
The following is a quantum chemistry calculation of 8 unconnected molecules or ions with the total composition H16O8, from the Open Molecules 2025 dataset.

```
24
Properties=species:S:1:pos:R:3:lowdin_charge:R:1
O -0.806 0.739 0.073 -0.0609
H -0.925 -0.155 0.313 0.0132
H -0.401 0.651 -0.811 0.0590
O 0.720 -3.231 -0.536 -0.0734
H 0.571 -3.744 0.269 0.0448
H 1.689 -3.254 -0.677 0.0514
O -0.523 3.867 -3.542 -0.1090
H -0.744 3.007 -3.179 -0.0025
H -1.473 4.149 -3.849 0.0913
O -1.020 -2.026 -1.926 -0.0769
H -0.258 -1.414 -1.926 0.0287
H -1.039 -2.468 -2.778 0.0376
O -1.081 3.347 -0.954 -0.0297
H -1.094 2.820 -0.156 0.0157
H -1.862 3.794 -1.138 0.0057
O 2.075 -1.758 3.876 -0.1112
H 2.759 -2.156 3.253 0.0510
H 1.431 -1.271 3.351 0.0214
O -2.919 0.428 1.363 -0.0338
H -2.819 -0.316 1.891 -0.0020
H -2.217 1.015 1.689 0.0433
O 3.017 -0.600 2.048 -0.0036
H 3.048 -0.448 1.171 -0.0081
H 3.871 -0.976 2.175 0.0477
```

E_LUMO: -0.10 eV
HOMO level: -10.84 eV
net charge: 0
Kohn-Sham gap: 10.74 eV

*ii*
The following is a quantum chemistry calculation of 8 unconnected molecules or ions with the total composition H16O8, from the Open Molecules 2025 dataset.

```
24
Properties=species:S:1:pos:R:3:lowdin_charge:R:1
O 5.428 -28.331 -19.083 -0.0551
H 5.585 -29.274 -19.137 0.0291
H 4.475 -28.247 -19.064 0.0264
O -0.656 -27.577 -18.405 -0.0555
H -1.470 -27.791 -18.860 0.0281
H -0.127 -27.123 -19.062 0.0289
O -0.236 -30.936 -15.337 -0.0534
H -0.349 -30.144 -15.863 0.0241
H -1.128 -31.205 -15.115 0.0271
O -0.815 -22.553 -16.500 -0.0545
H -0.831 -23.201 -15.796 0.0288
H -0.099 -22.833 -17.069 0.0231
O -5.219 -26.999 -19.752 -0.0557
H -5.026 -26.083 -19.552 0.0284
H -6.008 -27.194 -19.246 0.0283
O 4.420 -25.505 -23.079 -0.0534
H 3.927 -25.137 -22.346 0.0226
H 5.279 -25.711 -22.711 0.0289
O 2.719 -22.884 -19.448 -0.0553
H 2.592 -22.069 -19.934 0.0301
H 3.552 -22.763 -18.991 0.0293
O -1.589 -33.368 -19.717 -0.0534
H -0.650 -33.232 -19.595 0.0281
H -1.988 -33.017 -18.921 0.0250
```

E_LUMO: 0.12 eV
HOMO level: -11.54 eV
net charge: 0
Kohn-Sham gap: 11.66 eV

*iii*
The following is a quantum chemistry calculation of 8 unconnected molecules or ions with the total composition H16O8, from the Open Molecules 2025 dataset.

```
24
Properties=species:S:1:pos:R:3:lowdin_charge:R:1
O -0.557 0.466 -0.123 -0.0547
H -0.116 1.287 -0.369 0.0246
H 0.129 -0.044 0.322 0.0114
O -1.259 -2.884 0.374 -0.0462
H -1.327 -3.829 0.548 0.0371
H -0.362 -2.770 0.041 0.0197
O -4.267 -0.826 -1.490 -0.0593
H -4.254 -1.536 -2.142 0.0295
H -4.355 -0.025 -2.018 0.0299
O -1.823 -0.426 2.190 -0.0679
H -2.314 -1.185 2.527 0.0318
H -2.362 0.332 2.442 0.0351
O -2.372 3.670 -0.420 -0.0564
H -2.191 4.304 -1.122 0.0318
H -2.070 4.113 0.381 0.0321
O 4.284 0.477 -1.551 -0.0401
H 5.161 0.503 -1.153 0.0491
H 3.693 0.728 -0.832 -0.0124
O 2.762 -2.308 -0.464 -0.0488
H 1.955 -1.794 -0.348 0.0129
H 3.296 -2.082 0.306 0.0386
O 3.122 1.581 1.408 -0.0430
H 2.925 2.512 1.560 0.0487
H 3.085 1.487 0.449 -0.0034
```

E_LUMO: 0.06 eV
HOMO level: -10.58 eV
net charge: 0
Kohn-Sham gap: 10.64 eV

*iv*
The following is a quantum chemistry calculation of 8 unconnected molecules or ions with the total composition H16O8, from the Open Molecules 2025 dataset.

```
24
Properties=species:S:1:pos:R:3:lowdin_charge:R:1
O 2.500 0.639 2.429 -0.0686
H 1.797 0.227 1.907 -0.0148
H 3.303 0.186 2.160 0.0300
O -0.850 2.614 1.122 -0.0356
H -0.675 2.976 0.248 0.0655
H -0.471 3.257 1.731 0.0782
O -3.145 1.478 2.486 -0.0617
H -2.230 1.704 2.280 -0.0136
H -3.287 1.779 3.387 0.0318
O 0.270 -0.030 0.630 -0.0476
H -0.206 0.793 0.815 0.0151
H 0.089 -0.239 -0.295 0.0167
O -0.813 -0.210 -2.163 -0.0450
H -1.110 -0.480 -3.039 0.0704
H -0.647 0.734 -2.243 0.0489
O -0.919 -3.145 -1.701 -0.0493
H -0.853 -2.192 -1.577 -0.0131
H -1.797 -3.291 -2.065 0.0336
O 0.871 -3.040 1.377 -0.0547
H 1.754 -3.170 1.023 0.0320
H 0.662 -2.118 1.188 -0.0103
O 2.260 0.378 -3.102 -0.0447
H 1.933 0.354 -4.006 0.0359
H 1.563 0.795 -2.593 0.0009
```

E_LUMO: -0.59 eV
HOMO level: -10.65 eV
net charge: 0
Kohn-Sham gap: 10.07 eV

The most stable of them is *iv*.